Molecular formula: C3H8N2S2
Method: DFT, ωB97M-V with the def2-TZVPD basis set

HOMO-LUMO gap: 8.7 eV
Energy above the lowest of the compared OMol25 structures with the same formula, charge and spin: 0.8099 eV
Total charge: 0
Largest force on an atom: 2.09 eV/Å
SMILES string: CNC(=S)N(C)S

Last column: Mulliken charge in e.
Geometry (Å):
C1 2.12882 -1.47382 -0.05517  -0.888
C2 0.36246 0.20467 -0.13937  0.366
C3 -1.53775 1.80542 -0.19556  -0.861
H1 2.53165 -1.14129 0.93261  0.282
H2 2.19603 -2.54195 -0.29355  0.339
H3 2.72164 -0.86259 -0.78629  0.306
H4 -0.01193 -1.70892 -0.24745  0.149
H5 -2.59822 1.74547 -0.42971  0.250
H6 -0.97497 2.40357 -0.88571  0.377
H7 -1.45525 2.25450 0.80981  0.349
H8 -2.34035 -0.72746 1.44068  0.160
N1 0.75890 -1.08170 -0.12352  -0.102
N2 -1.02650 0.45405 -0.27469  -0.113
S1 1.37398 1.51867 0.16756  -0.351
S2 -2.12851 -0.84862 0.08036  -0.264



Molecular formula: C3H8N3
Method: DFT, ωB97M-V with the def2-TZVPD basis set

HOMO-LUMO gap: 7.8 eV
Energy above the lowest of the compared OMol25 structures with the same formula, charge and spin: 6.1909 eV
Total charge: +1
Largest force on an atom: 4.96 eV/Å

Last column: Mulliken charge in e.
Geometry (Å):
C1 1.20089 -1.62711 -2.35634  -0.015
C2 0.53615 -1.76427 -1.10200  0.305
C3 -0.43340 0.78925 0.37592  -0.380
N1 1.83615 -2.27969 -1.35640  -0.325
N2 -1.00706 -0.17933 1.28383  -0.422
N3 0.91891 0.41977 -0.06910  -0.491
H1 1.06533 -1.00338 -3.23558  0.353
H2 -0.37871 -1.97693 -0.53153  0.464
H3 -0.32906 1.85289 0.90650  0.266
H4 -1.08222 0.82405 -0.53837  0.318
H5 -1.93597 -0.45510 1.14265  0.206
H6 -0.42032 -0.48275 2.07034  0.207
H7 1.38151 -0.15612 0.52123  0.273
H8 1.25858 1.18090 -0.62004  0.241



Molecular formula: C3H8N3
Method: DFT, ωB97M-V with the def2-TZVPD basis set

HOMO-LUMO gap: 11.8 eV
Energy above the lowest of the compared OMol25 structures with the same formula, charge and spin: 4.3936 eV
Total charge: +1
Largest force on an atom: 4.19 eV/Å
SMILES string: C1NC[N@@H+]2CN12

Last column: Mulliken charge in e.
Geometry (Å):
C1 0.47230 -1.27880 -0.39394  -0.356
C2 0.87002 0.90307 -0.25023  -0.342
C3 -1.45206 -0.05853 0.56240  -0.126
N1 1.19959 -0.27085 0.32083  -0.239
N2 -0.84172 -0.74740 -0.53266  -0.261
N3 -0.75866 0.64044 -0.60198  -0.052
H1 0.71978 -1.39255 -1.50173  0.271
H2 0.47342 -2.19287 0.33930  0.352
H3 1.01420 1.86961 0.26714  0.348
H4 1.32743 1.19631 -1.23290  0.261
H5 -2.58069 0.01522 0.48860  0.267
H6 -0.85778 -0.12333 1.46726  0.301
H7 1.74527 -0.44033 1.16850  0.288
H8 -1.41609 1.02798 -1.28318  0.288



Molecular formula: C3H8N3
Method: DFT, ωB97M-V with the def2-TZVPD basis set

HOMO-LUMO gap: 10.0 eV
Energy above the lowest of the compared OMol25 structures with the same formula, charge and spin: 5.2134 eV
Total charge: +1
Largest force on an atom: 4.43 eV/Å
SMILES string: CN1CN1C=[NH2+]

Last column: Mulliken charge in e.
Geometry (Å):
C1 -1.72571 -0.02826 0.21449  0.071
C2 0.29264 1.47587 -0.48448  -0.193
C3 1.87138 -0.25229 0.44706  -0.789
N1 -0.69618 0.70141 0.01621  0.123
N2 -1.54162 -1.33689 -0.08451  -0.397
N3 0.58501 0.09710 -0.35629  -0.386
H1 -2.71448 0.19295 0.49029  0.412
H2 0.32787 1.75958 -1.57079  0.269
H3 0.58661 2.22641 0.24724  0.305
H4 1.86158 0.07673 1.46934  0.323
H5 1.87701 -1.26429 0.36483  0.300
H6 2.53583 0.21999 -0.20498  0.390
H7 -2.25067 -2.00960 0.31453  0.268
H8 -1.00926 -1.85872 -0.86293  0.304



Molecular formula: C3H8N3
Method: DFT, ωB97M-V with the def2-TZVPD basis set

HOMO-LUMO gap: 10.7 eV
Energy above the lowest of the compared OMol25 structures with the same formula, charge and spin: 2.1551 eV
Total charge: +1
Largest force on an atom: 5.15 eV/Å
SMILES string: C1=[NH+]CNCN1

Last column: Mulliken charge in e.
Geometry (Å):
C1 0.71740 -1.07380 -0.17926  -0.495
C2 0.70251 1.16157 -0.12541  -0.506
C3 -1.58987 -0.02375 0.16893  0.117
N1 -0.80422 -1.12292 0.16929  -0.276
N2 -0.78355 1.04563 -0.00213  -0.147
N3 1.50905 -0.00009 0.31736  -0.296
H1 0.88120 -2.11674 0.19596  0.308
H2 0.68505 -1.03247 -1.31554  0.372
H3 0.90500 1.17758 -1.24244  0.306
H4 0.97217 2.00068 0.47534  0.393
H5 -2.66278 0.16881 0.06577  0.376
H6 -1.09993 -2.12214 -0.03259  0.290
H7 -1.17374 1.90425 0.16104  0.209
H8 1.74170 0.03338 1.34369  0.348



Molecular formula: C3H8N3O
Method: DFT, ωB97M-V with the def2-TZVPD basis set

HOMO-LUMO gap (alpha / beta): 3.8 / 7.1 eV
Total charge: -1
Spin multiplicity: 3
Largest force on an atom: 4.91 eV/Å

Last column: Mulliken charge in e.
Geometry (Å):
C1 0.65991 0.45949 1.74073  -1.317
C2 0.50534 -1.47563 0.09330  -1.225
C3 0.50700 0.10865 0.19907  0.449
N1 -2.03975 1.12674 -2.18493  -1.005
N2 -0.69866 0.64299 -0.11315  -0.588
N3 -0.89824 0.74225 -1.78488  0.990
O1 0.11922 0.45618 -2.45488  -0.822
H1 1.39791 -0.06656 2.30442  0.386
H2 0.78708 1.52979 1.68687  0.342
H3 -0.26812 0.13621 2.20014  0.304
H4 0.01969 -1.71483 -0.91556  0.345
H5 -0.23131 -1.83712 0.85706  0.278
H6 1.46622 -1.93252 0.18449  0.309
H7 1.30461 0.59195 -0.39004  0.425
H8 -2.63092 1.23241 -1.42264  0.130



Molecular formula: C3H8N3O
Method: DFT, ωB97M-V with the def2-TZVPD basis set

HOMO-LUMO gap: 8.9 eV
Energy above the lowest of the compared OMol25 structures with the same formula, charge and spin: 4.9201 eV
Total charge: +1
Largest force on an atom: 4.10 eV/Å
SMILES string: NC1(N=O)C[NH2+]C1

Last column: Mulliken charge in e.
Geometry (Å):
C1 -0.37083 0.40041 -1.02327  -0.984
C2 -0.51567 0.06731 1.03227  -0.970
C3 0.41088 -0.47695 -0.01840  1.255
N1 1.83745 0.00726 0.22181  -0.056
N2 0.41483 -1.86653 -0.27700  -0.675
N3 -0.87744 1.17682 0.13191  -0.069
O1 1.79311 1.15845 0.34361  -0.240
H1 0.18846 0.92316 -1.82807  0.348
H2 -1.21478 -0.24775 -1.56121  0.351
H3 -1.40854 -0.41758 1.47415  0.366
H4 -0.20064 0.44543 2.03987  0.310
H5 1.02957 -2.17108 -1.06444  0.307
H6 0.95479 -2.34969 0.46915  0.324
H7 -0.16241 1.96506 0.11142  0.379
H8 -1.87878 1.38569 -0.05180  0.354



Molecular formula: C3H8N3O
Method: DFT, ωB97M-V with the def2-TZVPD basis set

HOMO-LUMO gap (alpha / beta): 5.9 / 6.9 eV
Energy above the lowest of the compared OMol25 structures with the same formula, charge and spin: 3.5782 eV
Total charge: +1
Spin multiplicity: 3
Largest force on an atom: 5.32 eV/Å

Last column: Mulliken charge in e.
Geometry (Å):
C1 1.58886 -0.04458 0.13166  0.509
C2 -0.62234 0.46463 0.64167  0.093
C3 -1.74961 0.10877 -0.27441  -1.034
N1 0.35097 1.82965 0.26135  -0.123
N2 0.47018 -0.52570 0.52531  -0.168
N3 2.76685 -0.64372 -0.06057  -0.389
O1 1.60386 1.24588 -0.18196  -0.245
H1 -0.88686 0.77169 1.67958  0.320
H2 -1.31634 -0.08868 -1.29655  0.340
H3 -2.46621 0.97737 -0.14519  0.358
H4 -2.14700 -0.79263 0.16277  0.361
H5 -0.00659 2.28955 -0.52231  0.333
H6 0.19214 -1.43901 0.41384  0.231
H7 2.88318 -1.61321 -0.00223  0.200
H8 3.47587 -0.13334 -0.49516  0.214



Molecular formula: C3H8N3O3
Method: DFT, ωB97M-V with the def2-TZVPD basis set

HOMO-LUMO gap (alpha / beta): 9.5 / 9.5 eV
Energy above the lowest of the compared OMol25 structures with the same formula, charge and spin: 6.1418 eV
Total charge: +1
Largest force on an atom: 4.26 eV/Å
SMILES string: O=[N+](NO)N1CC(O)C1

Last column: Mulliken charge in e.
Geometry (Å):
C1 -0.74135 0.86465 0.29225  -0.652
C2 -0.91523 -1.25393 0.13405  -0.687
C3 -1.97546 -0.12607 0.28999  0.119
N1 0.15050 -0.25823 0.04725  -0.021
N2 2.24272 0.77028 -0.15738  -0.049
N3 1.51465 -0.36939 -0.21365  1.072
O1 3.57860 0.69691 -0.33269  -0.426
O2 -2.65665 -0.08363 -0.90705  -0.520
O3 2.06143 -1.40299 -0.47974  -0.665
H1 -0.94369 1.60807 -0.47502  0.349
H2 -0.45418 1.31347 1.23746  0.446
H3 -0.81799 -1.88363 1.12968  0.290
H4 -1.03111 -1.99970 -0.71294  0.330
H5 -2.57890 0.03539 1.22314  0.364
H6 2.02159 1.69697 0.13766  0.274
H7 -3.38083 0.64775 -0.81316  0.368
H8 3.92591 -0.25592 -0.39984  0.408



Number 6 is which compound?
C3H8N3O